ORCA calculation (ωB97M-V/def2-TZVPD) on H21O10 as an isolated structure in a non-equilibrium geometry.

Properties
* HOMO energy: -14.20 eV
* spin multiplicity: 1
* maximum force: 0.081 Eh/bohr
* relative energy (zero: lowest compared OMol25 entry of this formula, charge and spin): 68.9 kcal per mole
* orbital gap: 11.29 eV
* total charge: +1

```
31
Properties=species:S:1:pos:R:3:lowdin_charge:R:1
O 0.031 -2.114 -1.857 -0.06
O -1.998 -0.661 0.919 -0.04
O 2.846 -0.301 -0.568 -0.07
O -1.233 0.964 -1.393 -0.03
O 0.320 0.542 2.144 -0.01
O 0.728 -1.242 0.458 -0.17
O -1.409 1.885 1.140 0.04
O 2.423 -1.569 2.291 -0.01
O 0.845 2.941 0.226 0.00
O -2.970 -0.328 -2.457 -0.08
H -0.447 1.258 1.533 0.04
H 3.242 -0.381 -1.472 0.08
H 0.733 0.011 1.268 0.09
H 1.672 2.733 -0.129 0.04
H -3.873 -0.388 -2.055 0.08
H -0.957 0.182 -1.907 0.06
H 2.631 -0.704 1.851 0.08
H -1.367 1.250 0.400 0.04
H -0.469 -2.757 -2.297 0.02
H 1.097 3.818 0.499 0.07
H -0.189 -1.641 0.146 0.12
H -2.913 0.467 -3.007 0.06
H 0.837 -2.053 -2.521 0.14
H 2.323 -1.104 -0.532 -0.01
H 1.367 -1.884 0.970 0.11
H -1.593 -0.655 0.014 0.02
H -0.827 2.706 1.173 0.13
H 2.715 -1.459 3.142 0.03
H -0.020 -0.219 2.682 0.13
H -2.924 -0.914 0.850 0.08
H -0.620 1.617 -1.510 0.01
```

ORCA calculation (ωB97M-V/def2-TZVPD) on C8H27ClN9O5V as an isolated structure in a non-equilibrium geometry.

Properties
* HOMO energy (spin up / spin down): -9.59 / -9.59 eV
* spin multiplicity: 4
* maximum force: 0.381 Eh/bohr
* orbital gap (spin up / spin down): 3.54 / 3.82 eV
* total charge: +1
* expectation value of S²: 3.762

```
51
Properties=species:S:1:pos:R:3:lowdin_charge:R:1
V 1.541 2.160 0.027 1.10
Cl 0.573 0.206 1.390 0.08
O 1.751 -4.819 0.762 -0.01
O -0.254 -1.928 -2.448 -0.03
O -3.235 1.448 -0.823 -0.06
O 0.931 -2.396 6.051 0.03
O 0.006 4.479 -2.109 -0.21
N 0.342 -2.705 -0.387 0.15
N 3.272 -3.132 0.969 0.17
N -0.438 3.032 0.110 -0.04
N -2.901 -0.090 -2.493 0.21
N 0.347 -4.126 -2.171 0.18
N 1.925 -2.026 4.053 0.14
N -0.101 -1.057 4.520 0.14
N 3.960 -5.303 0.722 0.17
N -1.364 0.140 -0.819 0.13
C -1.354 4.336 -1.768 -0.19
C 0.359 5.763 -2.570 -0.10
C 2.932 -4.428 0.787 -0.64
C 0.893 -1.897 4.934 -0.68
C -2.578 0.546 -1.346 -0.54
C -1.508 3.094 -0.884 -0.37
C -2.915 2.990 -0.295 -0.19
C 0.109 -2.876 -1.725 -0.63
H 1.922 -1.567 3.166 0.02
H -1.949 4.302 -2.682 0.15
H -0.160 -0.582 3.637 -0.01
H -0.405 3.993 0.481 0.13
H -3.027 2.007 0.169 0.02
H -0.787 2.536 0.939 0.07
H 0.461 -4.913 -1.555 0.10
H -1.452 2.330 -1.668 0.13
H -1.765 5.174 -1.180 0.14
H 4.902 -4.960 0.751 0.10
H -3.790 0.143 -2.901 0.12
H 2.775 -2.397 4.438 0.10
H -0.828 -0.804 5.165 0.10
H -3.100 3.799 0.412 0.08
H 0.675 -3.547 0.108 0.06
H -1.040 0.633 -0.014 -0.06
H 3.831 -6.282 0.555 0.12
H -3.648 2.922 -1.098 0.12
H -2.202 -0.552 -3.049 0.10
H 4.210 -2.877 1.214 0.10
H -0.909 -0.667 -1.248 0.05
H -0.011 -4.341 -3.089 0.12
H -0.001 6.484 -1.821 0.09
H -0.091 6.082 -3.514 0.10
H 0.070 -1.870 0.097 0.00
H 1.430 5.940 -2.642 0.09
H 2.595 -2.402 0.844 0.07
```

ORCA calculation (ωB97M-V/def2-TZVPD) on the molecule C5H5NO in a non-equilibrium geometry.

Properties
* HOMO energy: -9.48 eV
* SMILES: C#C[C@H]1CN1C=O
* spin multiplicity: 1
* maximum force: 0.173 Eh/bohr
* relative energy (zero: lowest compared OMol25 entry of this formula, charge and spin): 147.5 kcal per mole
* orbital gap: 9.79 eV

```
12
Properties=species:S:1:pos:R:3:lowdin_charge:R:1
O 2.522 -0.748 0.170 -0.09
N 0.480 0.389 -0.568 -0.06
C -1.908 0.018 0.036 -0.12
C -0.946 1.013 -0.267 -0.13
C 1.207 -0.775 -0.234 -0.19
C -2.445 -1.104 0.241 0.10
C 0.478 1.253 0.523 -0.08
H 0.489 -1.706 -0.526 0.16
H -0.964 1.746 -1.098 0.14
H 0.770 2.178 0.537 0.04
H 0.499 0.868 1.573 0.14
H -2.646 -2.255 0.335 0.09
```

ORCA calculation (ωB97M-V/def2-TZVPD) on the molecule C2H3NO3 in a non-equilibrium geometry.

Properties
* HOMO energy: -8.44 eV
* SMILES: Nc1ooc1O
* spin multiplicity: 1
* maximum force: 0.020 Eh/bohr
* relative energy (zero: lowest compared OMol25 entry of this formula, charge and spin): 127.4 kcal per mole
* orbital gap: 9.08 eV

```
9
Properties=species:S:1:pos:R:3:lowdin_charge:R:1
O 1.588 -0.494 -0.598 0.05
O 0.497 -0.215 -1.486 0.02
O 1.125 -0.159 1.744 0.13
N -1.618 0.446 -0.278 0.11
C 0.752 -0.182 0.468 -0.33
C -0.302 0.084 -0.313 -0.30
H -1.815 1.306 -0.778 0.09
H 2.025 -0.501 1.819 0.13
H -2.252 -0.286 -0.578 0.09
```

ORCA calculation (ωB97M-V/def2-TZVPD) on a 4-piece molecular cluster, C5H14O3 overall in a non-equilibrium geometry.

Properties
* HOMO energy: -9.64 eV
* SMILES: C=CCC=C.O.O.O
* spin multiplicity: 1
* maximum force: 0.047 Eh/bohr
* relative energy (zero: lowest compared OMol25 entry of this formula, charge and spin): 39.8 kcal per mole
* orbital gap: 10.27 eV

```
22
Properties=species:S:1:pos:R:3:lowdin_charge:R:1
O -0.860 2.582 -3.931 -0.06
O -0.365 2.791 -0.892 -0.05
O 1.704 -1.022 3.850 -0.06
C -1.165 -1.011 -0.444 -0.20
C 0.294 -1.293 -0.406 -0.22
C 1.236 -0.167 0.016 -0.18
C -2.166 -1.621 0.148 -0.01
C 1.496 0.152 1.275 0.00
H 0.565 -1.619 -1.433 0.11
H -0.198 2.818 -3.273 0.01
H -0.599 1.781 -4.382 0.03
H -0.606 1.900 -1.116 -0.01
H 0.538 -2.238 0.082 0.11
H -1.368 -0.060 -0.927 0.08
H 0.820 -0.143 2.061 0.05
H 2.219 0.928 1.502 0.07
H 1.716 -1.856 3.377 0.04
H -3.241 -1.416 0.210 0.06
H 1.876 0.255 -0.761 0.09
H -1.098 3.067 -0.313 0.06
H 1.305 -1.245 4.691 0.04
H -2.103 -2.583 0.667 0.06
```

ORCA calculation (ωB97M-V/def2-TZVPD) on a 9-piece molecular cluster, C27H63N9O9 overall in a non-equilibrium geometry.

Properties
* HOMO energy: -9.00 eV
* SMILES: CNC(C)=O.CNC(C)=O.CNC(C)=O.CNC(C)=O.CNC(C)=O.CNC(C)=O.CNC(C)=O.CNC(C)=O.CNC(C)=O
* spin multiplicity: 1
* maximum force: 0.031 Eh/bohr
* relative energy (zero: lowest compared OMol25 entry of this formula, charge and spin): 16.5 kcal per mole
* orbital gap: 9.13 eV

```
108
Properties=species:S:1:pos:R:3:lowdin_charge:R:1
O 0.642 -0.666 -4.646 0.02
O -2.452 -1.590 -0.485 0.00
O -6.096 -0.966 3.946 0.03
O 2.538 -1.678 0.591 0.02
O -1.584 -2.933 3.342 -0.02
O 2.100 3.218 -0.845 0.03
O 0.399 2.369 3.946 0.03
O 5.202 2.214 -5.433 0.03
O -0.320 4.587 -5.333 0.02
N -1.614 -5.172 3.691 0.03
N -0.429 -2.344 -3.570 0.02
N 0.170 2.515 -4.575 0.02
N -1.377 1.626 5.136 0.01
N 0.993 5.020 -0.072 0.01
N 0.713 -2.624 1.511 0.04
N -4.468 -2.264 3.034 0.01
N 4.717 0.635 -3.884 0.02
N -0.831 -0.153 -1.013 0.04
C -0.912 0.245 5.261 -0.06
C -0.664 2.578 4.509 -0.56
C -1.723 -0.650 -0.143 -0.54
C 1.863 5.091 -2.330 0.01
C 0.336 3.552 -5.415 -0.56
C 1.687 4.355 -1.017 -0.55
C 1.493 3.450 -6.379 0.00
C 0.314 -3.266 0.280 -0.07
C -0.281 -3.779 5.168 0.02
C 5.452 1.155 -4.877 -0.57
C -2.357 -5.495 2.493 -0.04
C -5.017 -2.462 1.693 -0.04
C -5.008 -1.516 4.012 -0.56
C 1.796 -1.831 1.555 -0.56
C -1.750 -2.014 -4.087 -0.06
C 1.981 -2.067 -3.290 0.01
C -1.243 -3.917 4.004 -0.52
C -4.165 -1.376 5.273 0.00
C 3.499 1.280 -3.408 -0.05
C 2.078 -1.100 2.846 0.02
C 0.662 4.465 1.217 -0.07
C 0.676 -1.638 -3.904 -0.55
C -1.285 3.966 4.500 0.00
C -1.844 0.024 1.202 0.02
C 0.431 0.516 -0.774 -0.05
C -0.893 2.432 -3.594 -0.06
C 6.628 0.281 -5.309 -0.01
H 0.461 0.932 0.233 0.08
H 2.051 -3.126 -3.038 0.08
H -1.674 1.098 1.126 0.08
H -2.215 1.915 5.607 0.13
H 0.720 -3.591 4.771 0.09
H -1.187 1.392 -3.459 0.07
H 2.727 -1.829 -4.050 0.08
H 2.327 4.441 -3.067 0.07
H 0.590 1.638 -4.850 0.09
H 2.520 5.960 -2.269 0.09
H 1.471 -1.442 3.689 0.06
H 0.838 6.004 -0.213 0.14
H 7.354 0.163 -4.508 0.08
H -2.305 -2.924 -4.302 0.09
H 7.109 0.662 -6.207 0.08
H -0.755 -3.465 0.364 0.07
H 2.251 -1.489 -2.405 0.06
H 0.698 3.380 1.176 0.07
H -1.148 -0.367 1.945 0.06
H -2.853 -6.450 2.688 0.09
H -1.867 4.071 3.581 0.08
H 0.083 0.328 5.707 0.09
H -1.743 -1.390 -4.976 0.09
H -0.263 -4.641 5.832 0.08
H -1.952 4.129 5.349 0.07
H -4.705 -1.838 6.096 0.09
H 3.463 2.360 -3.487 0.07
H -0.977 -0.513 -1.945 0.09
H 0.817 -4.197 0.011 0.09
H 1.520 2.476 -6.881 0.08
H -2.854 -0.144 1.572 0.08
H -4.961 -3.528 1.478 0.07
H 2.708 0.858 -4.034 0.06
H -1.516 -0.270 6.001 0.07
H 1.469 4.153 -7.207 0.08
H 1.840 -0.043 2.710 0.08
H -6.041 -2.110 1.631 0.08
H 0.065 -2.699 2.282 0.07
H -4.403 -1.897 0.991 0.06
H -0.492 -2.872 5.735 0.08
H -2.280 -1.449 -3.315 0.07
H -3.197 -4.813 2.373 0.07
H -3.189 -1.831 5.104 0.04
H -0.278 -3.266 -3.201 0.13
H 0.540 1.417 -1.382 0.05
H -0.547 4.763 4.493 0.08
H -1.755 -5.603 1.595 0.09
H -0.381 4.685 1.463 0.08
H -1.410 -5.894 4.358 0.13
H -3.478 -2.476 3.138 0.07
H 1.282 4.825 2.037 0.09
H 1.263 -0.155 -0.973 0.06
H -0.555 2.780 -2.615 0.07
H 0.863 5.378 -2.655 0.08
H -1.732 3.022 -3.958 0.09
H 3.122 -1.186 3.136 0.09
H 0.464 -2.548 -0.528 0.06
H 3.243 1.018 -2.383 0.08
H -0.886 -0.222 4.282 0.06
H 6.233 -0.676 -5.668 0.08
H 5.037 -0.223 -3.472 0.13
H 2.435 3.572 -5.842 0.07
H -4.023 -0.322 5.504 0.07
```

Calculated total energy list, top to bottom, in hartree: -764.67408; -2593.83766; -323.28466; -358.32668; -424.54273; -2236.70997